(1)
{"formula": "C14H21NO2S", "method": "ωB97M-V with the def2-TZVPD basis set", "symbols": ["C", "C", "O", "C", "C", "C", "N", "C", "O", "C", "C", "C", "C", "C", "C", "S", "C", "C", "H", "H", "H", "H", "H", "H", "H", "H", "H", "H", "H", "H", "H", "H", "H", "H", "H", "H", "H", "H", "H"], "coordinates": [[-1.545007, -2.001085, -2.350150], [-2.754047, -1.686548, -1.484912], [-2.659040, -0.347169, -1.054314], [-3.696983, 0.049797, -0.184691], [-3.414607, 1.459837, 0.330075], [-2.241670, 1.490957, 1.308787], [-1.013678, 1.116654, 0.651747], [0.132802, 1.807943, 0.794555], [0.246743, 2.788822, 1.506436], [1.270494, 1.277983, -0.020783], [2.079279, 2.206440, -0.663487], [3.151489, 1.805390, -1.438452], [3.424159, 0.454941, -1.572081], [2.644026, -0.482964, -0.920641], [1.573602, -0.083639, -0.129362], [0.602032, -1.273126, 0.757327], [1.787094, -2.651043, 1.027907], [1.294890, -3.496025, 2.187634], [-1.606526, -3.021806, -2.716451], [-0.635835, -1.883380, -1.766932], [-1.506099, -1.318584, -3.194572], [-3.686078, -1.829866, -2.054096], [-2.783085, -2.356077, -0.610816], [-4.658434, 0.027106, -0.722357], [-3.765610, -0.653855, 0.660147], [-3.193999, 2.103221, -0.522464], [-4.308527, 1.834539, 0.829473], [-2.438064, 0.802639, 2.141001], [-2.099458, 2.495451, 1.717461], [-1.109710, 0.398146, -0.054118], [1.847257, 3.252980, -0.535239], [3.768551, 2.538221, -1.935322], [4.250475, 0.122570, -2.183091], [2.873272, -1.530534, -1.039119], [2.757111, -2.206738, 1.249126], [1.846268, -3.246329, 0.115824], [0.312308, -3.907424, 1.967888], [1.985555, -4.317343, 2.367426], [1.222373, -2.894459, 3.090531]], "atomic_forces_ev_per_a": [[-0.31, 0.18, 0.21], [0.06, -0.33, -0.16], [0.21, 0.13, -0.04], [-0.39, 0.23, 0.07], [0.21, -0.46, 0.04], [-0.18, 0.25, 0.10], [-0.21, -0.01, -0.19], [-0.06, -0.17, -0.04], [0.10, 0.23, 0.10], [0.29, 0.00, -0.07], [-0.06, 0.00, 0.01], [-0.01, 0.04, -0.02], [0.05, -0.02, 0.00], [0.06, 0.00, -0.07], [-0.20, -0.11, 0.09], [0.25, -0.48, 0.39], [-0.20, 0.40, -0.28], [-0.03, 0.14, -0.08], [0.02, -0.12, -0.07], [0.11, -0.03, 0.04], [0.00, 0.03, -0.13], [0.07, 0.02, 0.10], [-0.03, 0.07, -0.08], [0.11, -0.05, 0.07], [-0.02, 0.04, -0.06], [-0.07, 0.09, -0.02], [-0.03, 0.02, -0.01], [-0.03, 0.11, 0.01], [-0.04, -0.18, 0.01], [0.14, 0.13, -0.04], [-0.01, 0.09, 0.03], [0.04, 0.07, -0.04], [0.07, -0.02, -0.05], [0.01, -0.08, 0.02], [0.02, -0.05, -0.07], [0.15, 0.00, 0.05], [-0.09, -0.10, 0.05], [0.00, -0.08, 0.02], [-0.02, 0.00, 0.09]], "e_above_lowest_kcal_mol": 4.9, "homo_lumo_gap_ev": 8.89, "e_tot_ev": -31279.5379, "smiles": "CCOCCCNC(=O)c1ccccc1SCC", "e_lumo_ev": 0.6, "charge": 0}

***

(2)
{"formula": "C14H21O5PV", "method": "ωB97M-V with the def2-TZVPD basis set", "symbols": ["O", "C", "V", "O", "C", "C", "O", "C", "O", "C", "O", "C", "C", "C", "P", "C", "C", "C", "C", "C", "C", "H", "H", "H", "H", "H", "H", "H", "H", "H", "H", "H", "H", "H", "H", "H", "H", "H", "H", "H", "H", "H"], "coordinates": [[-1.998747, -3.905460, -4.319618], [-1.460680, -3.397675, -3.470068], [-0.693715, -1.414858, -1.447370], [-3.374594, -2.517331, -0.296291], [-2.376747, -2.162678, -0.801503], [0.643456, -1.300416, -2.859837], [1.465389, -1.113631, -3.672278], [-1.785491, -0.194460, -2.515442], [-2.412882, 0.634471, -3.062633], [0.204923, -2.950294, -0.609965], [0.734492, -3.750880, 0.046240], [2.725382, -0.678406, -0.437382], [1.761191, -0.314720, 0.698635], [2.313900, 0.868156, 1.484458], [0.012665, -0.048619, 0.198108], [-1.106007, -0.451414, 1.600574], [-0.459461, -0.199075, 2.957990], [-2.468878, 0.250639, 1.452928], [-0.277610, 1.658861, -0.434008], [-0.221239, 2.710541, 0.680041], [0.665859, 2.021916, -1.582143], [2.740498, 0.073025, -1.242179], [2.516055, -1.660414, -0.880670], [3.739456, -0.723928, -0.008846], [1.680008, -1.200758, 1.349818], [2.565504, 1.704926, 0.822440], [1.640675, 1.211601, 2.274726], [3.239271, 0.536798, 1.970094], [-1.280694, -1.536528, 1.483920], [-0.331089, 0.874189, 3.137075], [-1.152385, -0.597597, 3.710224], [0.497849, -0.733792, 3.045406], [-2.905514, 0.227987, 0.452696], [-3.168089, -0.255880, 2.130939], [-2.409111, 1.284087, 1.785914], [-1.313378, 1.654605, -0.828160], [0.800934, 2.886498, 1.022995], [-0.604193, 3.653943, 0.270329], [-0.846164, 2.452024, 1.536780], [0.669091, 1.282975, -2.390429], [0.334739, 2.972727, -2.017233], [1.695329, 2.148845, -1.236279]], "atomic_forces_ev_per_a": [[0.82, 0.58, 1.17], [-0.77, -0.22, -0.87], [-0.76, -2.68, -2.51], [5.09, 1.56, -2.96], [-7.63, -2.31, 4.59], [6.76, 1.92, -5.53], [-4.26, -1.24, 3.81], [-4.56, 6.69, -3.81], [3.17, -4.56, 2.63], [3.68, -4.84, 4.54], [-2.35, 3.25, -3.06], [0.13, 0.09, -0.19], [-0.05, -0.19, -0.01], [0.34, 0.01, 0.47], [0.60, 1.19, 0.57], [-0.07, 0.15, -0.30], [-0.31, -0.32, 0.25], [-0.06, -0.32, 0.61], [-0.21, 0.23, 0.33], [-0.07, 0.45, -0.08], [-0.02, 0.12, -0.10], [0.03, -0.21, 0.30], [0.09, 0.15, 0.08], [-0.33, -0.05, -0.24], [0.09, 0.24, 0.01], [-0.06, -0.21, 0.17], [0.21, 0.01, -0.21], [-0.10, 0.17, -0.08], [0.17, 0.19, 0.21], [0.05, -0.29, 0.06], [0.30, 0.16, 0.03], [-0.36, 0.31, 0.19], [0.08, 0.00, -0.04], [0.04, 0.15, -0.20], [-0.07, 0.00, -0.11], [0.38, -0.09, 0.29], [-0.27, 0.01, -0.08], [0.10, -0.14, 0.14], [0.18, 0.10, -0.11], [0.02, 0.09, 0.03], [0.14, -0.17, 0.08], [-0.15, 0.00, -0.06]], "homo_lumo_gap_ev": [7.50, 6.45], "e_tot_ev": -60054.0804, "e_lumo_ev": [-9.7, -10.5], "multiplicity": 4, "charge": 2}

***

(3)
{"formula": "C14H22AlClN4O13S", "method": "ωB97M-V with the def2-TZVPD basis set", "symbols": ["Al", "O", "C", "C", "N", "C", "C", "O", "O", "C", "C", "O", "O", "H", "H", "H", "H", "H", "H", "H", "H", "H", "O", "Cl", "O", "O", "O", "C", "C", "S", "O", "O", "C", "C", "N", "C", "N", "C", "C", "N", "O", "O", "C", "H", "H", "H", "H", "H", "H", "H", "H", "H", "H", "H", "H", "H"], "coordinates": [[-1.090098, -0.502321, 1.622360], [0.943978, -1.236603, 2.886637], [0.543606, -2.139495, 3.921626], [-0.976955, -2.082212, 4.244118], [-1.617119, -0.873009, 3.703688], [-1.196541, 0.351178, 4.416895], [-0.495192, 1.373403, 3.501854], [-0.110037, 2.419433, 3.962944], [-0.327396, 0.974188, 2.267842], [-3.087219, -0.993578, 3.652013], [-3.633591, -0.127293, 2.506678], [-4.719330, 0.388964, 2.550612], [-2.797013, -0.085430, 1.500831], [1.260518, -0.410373, 3.270998], [1.131711, -1.931282, 4.815618], [0.784786, -3.140679, 3.571570], [-1.113666, -2.147980, 5.327686], [-1.471281, -2.936647, 3.786146], [-0.496289, 0.114608, 5.219968], [-2.046501, 0.856292, 4.875996], [-3.565693, -0.733679, 4.595792], [-3.361524, -2.013041, 3.374006], [-3.061509, -3.167081, 1.041047], [-1.775494, -3.239649, 0.465570], [-1.750271, -2.829241, -0.889120], [-1.172759, -4.502214, 0.647380], [-0.889366, -2.273516, 1.240728], [2.744287, 4.121243, -4.493752], [3.620823, 2.913602, -4.202116], [2.840132, 1.794689, -3.025836], [3.841187, 0.853214, -2.576677], [2.118519, 2.546005, -2.032760], [1.630237, 0.857251, -4.003282], [1.240386, -0.417626, -3.255936], [0.230637, -0.175642, -2.227982], [0.423205, -0.185594, -0.901871], [-0.728734, 0.061740, -0.265992], [-1.691985, 0.238924, -1.202397], [-1.117866, 0.116039, -2.429706], [-1.783452, 0.170510, -3.685562], [-1.129426, -0.024866, -4.704514], [-2.967693, 0.431711, -3.661912], [1.698105, -0.413388, -0.180712], [3.321107, 4.888897, -5.006846], [2.366216, 4.535141, -3.560180], [1.894174, 3.857046, -5.123128], [4.562637, 3.184176, -3.725348], [3.832348, 2.307748, -5.083332], [2.104201, 0.611544, -4.952664], [0.775577, 1.509007, -4.167898], [2.122852, -0.838720, -2.779705], [0.838920, -1.136096, -3.959838], [-2.713542, 0.461105, -0.946137], [2.570968, -0.279737, -0.810806], [1.700915, -1.414869, 0.255314], [1.745503, 0.314226, 0.630106]], "atomic_forces_ev_per_a": [[-0.08, 0.61, 0.57], [-0.27, -0.23, -0.17], [-0.10, 0.09, 0.15], [0.24, -0.05, -0.20], [0.13, -0.17, -0.13], [0.08, 0.24, -0.18], [0.03, -0.09, 0.06], [-0.02, -0.12, -0.02], [0.23, 0.54, 0.03], [-0.19, 0.12, -0.20], [0.01, -0.14, 0.25], [0.09, -0.08, -0.02], [-0.47, 0.21, -0.47], [-0.03, -0.08, -0.07], [0.02, -0.05, 0.00], [0.05, 0.00, 0.04], [-0.07, -0.01, 0.00], [0.01, 0.00, 0.01], [-0.04, -0.04, 0.02], [-0.03, -0.05, 0.00], [0.02, -0.02, 0.02], [0.09, -0.04, 0.10], [-0.52, 0.13, 0.22], [0.15, -0.46, -0.17], [-0.02, 0.31, -0.34], [0.20, -0.25, 0.12], [0.42, 0.01, 0.27], [-0.03, -0.02, 0.02], [-0.40, -0.17, 0.19], [0.09, -0.20, -0.21], [0.03, -0.04, -0.17], [-0.12, 0.09, 0.01], [0.30, 0.25, 0.34], [0.12, 0.23, -0.10], [-0.12, 0.06, -0.16], [-0.21, 0.13, -0.02], [0.42, -0.57, 0.17], [-0.15, 0.25, -0.27], [0.11, -0.17, 0.51], [-0.17, 0.22, -0.31], [-0.03, -0.04, 0.19], [0.18, -0.09, 0.03], [-0.04, -0.04, 0.03], [0.00, -0.02, -0.04], [0.01, 0.06, -0.04], [0.00, 0.01, 0.01], [0.00, -0.05, 0.06], [0.12, 0.04, 0.01], [-0.03, -0.06, 0.00], [0.02, -0.02, -0.12], [-0.08, -0.08, 0.04], [-0.01, -0.06, -0.03], [-0.01, -0.12, 0.00], [0.03, 0.01, -0.04], [0.03, 0.01, -0.01], [0.04, -0.01, -0.01]], "e_above_lowest_kcal_mol": 0.0, "homo_lumo_gap_ev": 9.06, "e_tot_ev": -77403.6794, "e_lumo_ev": -0.9, "charge": 0}